1.
{"formula": "C31H64N2O2", "method": "the ωB97M-V functional and the def2-TZVPD basis", "species": ["C", "C", "C", "C", "C", "C", "C", "C", "C", "C", "C", "C", "C", "C", "C", "C", "C", "C", "C", "C", "N", "C", "C", "C", "C", "N", "O", "C", "C", "C", "C", "H", "H", "H", "H", "H", "H", "H", "H", "H", "H", "H", "H", "H", "H", "H", "H", "H", "H", "H", "H", "H", "H", "H", "H", "H", "H", "H", "H", "H", "H", "H", "H", "H", "H", "H", "H", "H", "H", "H", "H", "H", "H", "H", "H", "H", "H", "H", "H", "H", "H", "H", "H", "H", "H", "H", "H", "H", "C", "C", "C", "O", "H", "H", "H", "H", "H", "H", "H"], "xyz": [[-3.547577, 4.381843, 6.272215], [-4.546791, 3.240896, 6.109765], [-4.587514, 2.701937, 4.674892], [-3.470430, 1.652745, 4.414554], [-3.964168, 0.523683, 3.483780], [-4.122585, -0.847468, 4.198708], [-3.354084, -1.935581, 3.444252], [-1.848152, -1.740668, 3.635884], [-1.120969, -2.621108, 2.619187], [0.391208, -2.776343, 2.872852], [1.200204, -2.265521, 1.686396], [2.702369, -2.632804, 1.774341], [3.622647, -1.424080, 1.476151], [4.855058, -1.864125, 0.669405], [4.642925, -1.528978, -0.805520], [4.655377, -0.004626, -1.030445], [5.333669, 0.420440, -2.314841], [4.588204, 0.077980, -3.610708], [3.174304, 0.676425, -3.833095], [2.969855, 0.679049, -5.378679], [1.982229, 1.655986, -5.861661], [2.138452, -0.333558, -3.260628], [0.654897, 0.081810, -3.371985], [-0.019959, -0.448609, -4.652870], [-0.120753, -0.582232, -2.192469], [0.471394, 1.553832, -3.345360], [-0.724307, 1.927497, -3.084911], [1.510749, 2.307485, -2.633003], [1.228639, 3.804458, -2.851587], [1.487207, 2.091021, -1.118680], [2.930908, 2.058237, -3.218915], [-2.632632, 4.191801, 5.720279], [-3.330932, 4.587499, 7.315006], [-4.006304, 5.285323, 5.879949], [-4.360753, 2.426321, 6.802466], [-5.535868, 3.643796, 6.323154], [-5.544848, 2.210070, 4.538621], [-4.451477, 3.527814, 3.982364], [-2.635963, 2.145056, 3.922160], [-3.168917, 1.264713, 5.380316], [-4.906602, 0.775898, 3.010237], [-3.231655, 0.376365, 2.697592], [-5.186339, -1.074926, 4.229099], [-3.756219, -0.778369, 5.224750], [-3.596498, -2.935719, 3.799223], [-3.578800, -1.858429, 2.365610], [-1.565544, -0.702097, 3.455917], [-1.560598, -2.012672, 4.654970], [-1.604350, -3.592021, 2.612893], [-1.266102, -2.168333, 1.643096], [0.718720, -2.278775, 3.786436], [0.636233, -3.833350, 2.985268], [0.797448, -2.744785, 0.796612], [1.057911, -1.195543, 1.544453], [2.904777, -3.428665, 1.064733], [2.884068, -2.996039, 2.783178], [3.019156, -0.740542, 0.891441], [3.886323, -0.945359, 2.414377], [5.764589, -1.394229, 1.036519], [5.008060, -2.939364, 0.735705], [3.681768, -1.932638, -1.115776], [5.479795, -1.942992, -1.367535], [5.221622, 0.431175, -0.206280], [3.670947, 0.431411, -0.945773], [5.523824, 1.493308, -2.303012], [6.318284, -0.041583, -2.372774], [5.248152, 0.317543, -4.441283], [4.485469, -1.008086, -3.646178], [2.722859, -0.334102, -5.672919], [3.936042, 0.903234, -5.840649], [1.711607, 1.409601, -6.808210], [2.444173, 2.555797, -5.919235], [2.330541, -0.529118, -2.214635], [2.252704, -1.278659, -3.783845], [-0.749505, 0.262234, -5.018518], [0.685778, -0.632160, -5.459318], [-0.526603, -1.386180, -4.467859], [-0.326849, 0.108244, -1.385058], [-1.082729, -0.955161, -2.515176], [0.429400, -1.453614, -1.851947], [0.367100, 4.111315, -2.272952], [1.089409, 3.989189, -3.910655], [2.098397, 4.341720, -2.478638], [2.274453, 2.639674, -0.613120], [0.508587, 2.379986, -0.748662], [1.596143, 1.047489, -0.840292], [3.609024, 2.313465, -2.411910], [3.068138, 2.828259, -3.971922], [-5.126886, -1.016509, -0.739010], [-3.877303, -1.914810, -0.611862], [-3.925407, -2.961080, -1.746761], [-3.868685, -2.534501, 0.593383], [-6.040304, -1.605436, -0.623410], [-5.118390, -0.238389, 0.028491], [-5.171114, -0.514339, -1.719538], [-3.003746, -1.251184, -0.851554], [-4.812153, -3.593023, -1.654234], [-3.040282, -3.601558, -1.713777], [-3.954149, -2.483581, -2.741048]], "forces_ev_per_a": [[-0.362, -0.077, 0.058], [-0.244, 0.497, -0.559], [0.841, -0.567, 0.821], [-1.133, 0.501, -0.763], [0.657, -0.546, 0.762], [-0.120, 0.107, -0.525], [0.267, 0.944, 0.301], [-0.235, -0.589, -0.525], [0.534, 0.379, 0.678], [-0.254, -0.055, -0.553], [0.419, -0.623, 0.087], [-0.599, 1.021, 0.103], [-0.062, -1.277, 0.075], [-0.374, 0.247, -0.200], [0.390, 0.793, 0.384], [0.530, -0.167, 0.355], [-0.300, 0.245, -0.564], [0.020, -0.157, 0.529], [-0.456, -0.922, -0.239], [0.580, 0.914, 0.168], [0.072, -0.427, -0.100], [-0.160, 0.984, -0.110], [-0.789, -0.991, -0.227], [0.467, 0.061, -0.407], [-0.039, 0.255, -0.346], [0.078, -0.572, 1.556], [0.133, 0.125, -0.538], [0.764, 1.355, -0.286], [0.186, -0.523, 0.311], [-0.535, -0.820, -0.065], [-0.598, -0.027, -0.177], [0.246, -0.024, 0.066], [0.233, -0.042, 0.199], [0.109, 0.208, -0.228], [0.060, -0.150, 0.140], [-0.157, -0.035, 0.320], [-0.219, 0.083, -0.302], [-0.423, 0.122, -0.245], [0.324, 0.076, 0.259], [0.345, -0.234, 0.071], [-0.074, 0.229, -0.152], [-0.025, 0.052, -0.312], [-0.121, -0.243, 0.181], [-0.057, 0.024, 0.199], [-0.250, -0.137, -0.052], [-0.137, -0.440, 0.134], [0.072, 0.170, 0.176], [0.112, 0.078, 0.166], [-0.101, -0.166, -0.207], [-0.281, -0.194, -0.237], [-0.034, 0.119, 0.151], [0.051, -0.133, 0.159], [-0.180, 0.069, -0.212], [-0.024, 0.187, 0.127], [0.128, -0.226, -0.015], [0.275, -0.243, 0.049], [0.129, 0.434, -0.096], [0.054, 0.217, 0.061], [0.191, 0.150, -0.054], [-0.022, -0.153, 0.317], [0.075, -0.383, -0.309], [-0.207, -0.311, -0.332], [0.100, 0.117, 0.124], [-0.305, 0.045, -0.053], [0.016, 0.164, 0.091], [0.158, -0.134, 0.043], [0.045, 0.243, -0.148], [-0.044, -0.178, -0.091], [-0.235, -0.081, -0.228], [0.176, -0.111, -0.006], [-0.083, 0.076, 0.081], [-0.171, 0.033, -0.073], [0.250, 0.012, 0.228], [0.030, -0.237, -0.023], [-0.222, 0.149, 0.074], [0.093, 0.104, -0.076], [-0.079, -0.221, 0.124], [0.183, -0.012, 0.256], [-0.296, 0.108, -0.056], [0.150, -0.079, 0.261], [-0.254, 0.128, -0.141], [-0.107, 0.199, -0.139], [0.082, 0.229, -0.072], [0.060, 0.302, -0.051], [-0.089, 0.220, 0.186], [0.158, -0.201, 0.000], [0.283, -0.195, 0.041], [0.272, 0.068, -0.196], [0.095, 0.431, -0.520], [-0.978, -0.810, 0.343], [0.195, 0.308, -0.593], [0.539, 0.373, -0.161], [0.073, -0.128, 0.100], [0.039, -0.077, 0.080], [-0.026, 0.016, 0.049], [0.137, -0.009, 0.214], [-0.015, 0.018, 0.168], [-0.005, -0.013, 0.127], [0.005, -0.050, 0.010]], "homo_ha": [-0.10252, -0.10252], "lumo_ha": [0.07899, 0.07876], "spin_multiplicity": 2, "total_charge": -1, "homo_lumo_gap_ev": [4.94, 4.93], "s2": 0.7540}


2.
{"formula": "C31H64P2ReSi2", "method": "the ωB97M-V functional and the def2-TZVPD basis", "species": ["Re", "C", "C", "C", "C", "C", "C", "H", "H", "H", "C", "H", "H", "H", "C", "H", "H", "H", "C", "H", "H", "H", "C", "H", "H", "H", "C", "C", "C", "C", "C", "C", "C", "C", "H", "H", "H", "H", "H", "H", "H", "H", "H", "H", "H", "H", "P", "C", "H", "H", "H", "C", "H", "H", "H", "C", "H", "H", "H", "P", "C", "H", "H", "H", "C", "H", "H", "H", "C", "H", "H", "H", "C", "Si", "C", "C", "C", "Si", "C", "C", "C", "H", "H", "H", "H", "H", "H", "H", "H", "H", "H", "H", "H", "H", "H", "H", "H", "H", "H", "H"], "xyz": [[-1.058841, 0.433585, -1.735873], [-2.356784, 1.891901, -0.907899], [-3.056113, 1.087207, -1.865774], [-2.316620, -0.286712, -0.150424], [-1.969752, 1.060874, 0.178610], [-3.026389, -0.263383, -1.393049], [-2.321653, 3.387788, -0.976134], [-1.995476, 3.727859, -1.962064], [-1.644763, 3.804613, -0.228100], [-3.322506, 3.815979, -0.829618], [-1.793387, 1.507670, 1.588353], [-1.690467, 2.594720, 1.664522], [-0.979673, 1.046125, 2.177535], [-2.747145, 1.234239, 2.076398], [-2.443871, -1.382097, 0.862283], [-3.377145, -1.159438, 1.409402], [-1.627550, -1.436268, 1.597508], [-2.562596, -2.380230, 0.423167], [-3.696633, -1.444329, -2.022963], [-4.736529, -1.265382, -2.332367], [-3.666495, -2.325678, -1.375287], [-3.144393, -1.684206, -2.930535], [-3.634294, 1.615837, -3.138028], [-4.597074, 2.155358, -3.113301], [-3.773577, 0.810762, -3.860962], [-2.923265, 2.346797, -3.523565], [0.941306, 0.821770, -3.235582], [-0.207550, 1.559024, -3.451051], [-0.735592, 1.732673, -4.886861], [-1.644540, 0.613972, -5.410354], [-1.633962, -0.643069, -4.577483], [-0.496132, -1.350037, -4.404878], [0.826122, -0.982196, -5.075602], [1.654393, 0.104832, -4.394594], [0.105918, 1.863892, -5.584450], [-1.374392, 0.342924, -6.441970], [-1.287060, 2.681129, -4.933631], [1.965575, 0.856610, -5.145756], [1.576510, 0.980515, -2.331701], [-0.396341, 2.473850, -2.822767], [2.613870, -0.313588, -4.053214], [1.416767, -1.903999, -5.116593], [-0.471587, -2.318358, -3.905498], [0.617420, -0.684622, -6.109652], [-2.665098, 0.997957, -5.456717], [-2.614666, -1.082634, -4.371269], [1.267366, 2.049730, -0.259429], [1.211164, 2.670069, 1.485248], [2.117924, 3.278614, 1.665568], [1.169251, 1.799864, 2.176613], [0.311930, 3.307863, 1.591412], [2.983133, 1.393865, -0.437705], [3.712146, 2.194321, -0.224025], [3.143604, 1.028156, -1.464901], [3.095392, 0.561721, 0.277970], [1.247952, 3.621194, -1.231137], [1.345745, 3.382564, -2.299480], [2.080738, 4.266596, -0.915477], [0.285515, 4.126221, -1.046337], [0.312410, -1.994897, -0.963903], [-0.725192, -3.346551, -1.693367], [-0.103791, -4.203944, -1.989616], [-1.275759, -2.971480, -2.563038], [-1.458499, -3.652888, -0.933767], [1.951491, -1.964276, -1.780921], [1.824193, -1.579422, -2.810811], [2.419644, -2.968213, -1.819373], [2.607086, -1.269516, -1.215385], [0.549457, -2.655480, 0.734753], [1.319424, -3.458533, 0.757966], [-0.419034, -3.068624, 1.076085], [0.859414, -1.849958, 1.427163], [0.620272, -0.062827, 6.464541], [-0.122483, -0.751786, 4.854778], [-0.398331, -2.610849, 5.060979], [-1.851417, 0.010140, 4.746619], [0.954490, -0.434872, 3.375331], [2.794255, -0.696628, 3.557257], [3.285627, -1.909690, 4.935788], [3.619819, -1.479943, 2.047585], [3.657763, 0.919543, 3.982768], [-0.033007, -0.351208, 7.306415], [0.652501, 1.036852, 6.437286], [1.632349, -0.414117, 6.702002], [-0.504640, -2.869598, 6.125175], [-1.316145, -2.935338, 4.547453], [0.437925, -3.191513, 4.648551], [-1.811311, 1.087259, 4.526760], [-2.477771, -0.468359, 3.977500], [-2.365883, -0.112030, 5.714289], [0.470633, -0.403359, 2.391914], [3.233719, -2.954613, 4.581033], [4.336009, -1.714879, 5.223415], [2.678554, -1.838274, 5.849603], [3.157232, -1.178722, 1.095426], [4.688050, -1.192180, 2.019711], [3.582485, -2.584073, 2.113231], [4.066772, 1.426019, 3.100458], [2.959522, 1.604463, 4.475896], [4.492335, 0.729350, 4.671919]], "forces_ev_per_a": [[6.167, -2.427, 0.445], [-1.360, 0.781, 0.200], [-0.857, 0.560, -0.838], [-1.793, 0.211, 1.143], [-1.058, -0.388, 0.792], [-1.103, -0.474, 0.289], [0.228, 0.147, -0.061], [0.007, 0.048, 0.085], [-0.162, 0.018, -0.061], [0.190, -0.242, 0.116], [0.421, 0.114, 0.565], [-0.041, -0.258, -0.040], [-0.463, 0.118, -0.492], [0.392, 0.143, -0.037], [0.037, -0.183, 0.376], [0.313, -0.178, -0.058], [-0.307, 0.268, -0.282], [0.028, 0.356, 0.046], [0.127, -0.323, -0.428], [0.296, 0.183, 0.330], [-0.095, 0.251, -0.102], [-0.344, -0.377, 0.263], [-0.539, 0.323, -0.361], [0.240, -0.352, 0.658], [0.072, 0.160, 0.147], [-0.128, -0.118, -0.300], [0.684, 0.643, -0.080], [0.557, 1.635, -1.414], [0.147, 0.405, 0.198], [-0.530, -0.299, -0.072], [0.394, -0.461, -0.662], [0.107, 0.030, -0.329], [-0.718, -0.609, -0.097], [0.260, 0.410, 0.746], [-0.070, -0.025, 0.419], [0.003, 0.143, 0.225], [0.154, -0.217, 0.009], [-0.369, -0.069, 0.455], [-0.898, -0.152, -1.090], [0.232, -0.927, -0.161], [-0.395, 0.189, 0.090], [-0.075, 0.198, -0.162], [-0.286, 0.407, -0.359], [0.009, -0.118, 0.151], [0.207, -0.162, -0.190], [0.610, 0.231, 0.089], [-0.600, 0.084, 0.072], [0.118, -0.145, -0.357], [-0.445, -0.308, 0.059], [0.058, 0.721, -0.295], [0.581, -0.377, 0.092], [-0.186, 0.253, 0.105], [-0.201, -0.396, -0.036], [0.189, 0.124, 0.499], [0.122, 0.442, -0.330], [0.238, -0.231, 0.240], [0.068, 0.282, 0.356], [-0.285, -0.089, -0.155], [0.508, -0.110, -0.144], [-0.921, 0.624, -0.775], [0.252, 0.161, -0.055], [-0.243, 0.148, 0.151], [0.112, -0.341, 0.466], [0.333, -0.029, -0.248], [0.141, -0.313, -0.061], [0.108, -0.410, 0.782], [-0.199, 0.519, 0.105], [-0.345, -0.448, -0.353], [0.181, 0.146, 0.257], [-0.487, 0.505, -0.192], [0.681, 0.169, -0.155], [-0.093, -0.672, -0.432], [0.022, 0.106, -0.210], [-0.662, 0.010, 1.317], [0.141, -0.164, -0.265], [0.007, 0.189, -0.245], [-0.001, -0.367, -0.104], [1.058, -0.444, 0.504], [-0.278, -0.192, 0.083], [0.031, -0.104, -0.322], [-0.151, 0.244, -0.079], [0.180, 0.084, -0.342], [-0.019, -0.241, 0.030], [-0.317, 0.124, -0.072], [0.047, 0.107, -0.297], [0.226, 0.088, 0.105], [-0.163, 0.024, 0.187], [-0.063, -0.208, 0.130], [0.142, 0.087, 0.191], [0.213, 0.003, -0.317], [0.219, 0.251, 0.299], [-0.028, 0.383, 0.157], [-0.438, -0.038, -0.195], [0.279, -0.096, -0.310], [0.224, -0.187, 0.171], [-0.462, -0.102, -0.005], [-0.039, 0.498, -0.071], [-0.093, -0.017, 0.096], [0.170, 0.011, 0.004], [-0.225, 0.024, -0.198]], "homo_ha": [-0.48643, -0.52206], "lumo_ha": [-0.21703, -0.26769], "spin_multiplicity": 4, "total_charge": 2, "homo_lumo_gap_ev": [7.33, 6.92], "s2": 3.7695}


The following E values (in hartree) correspond, in order, to the records above: -1479.460425, -2558.919237.
The following max |F| values (in eV Å⁻¹) correspond, in order, to the records above: 1.7, 6.6.